The following is a DFT calculation (wB97M-V/def2-TZVPD) of the molecule C6H10O.

Cartesian coordinates (Å):
C  1.419  -0.818  -2.064
H  -0.904  1.035  2.746
H  -2.737  0.110  1.582
H  -1.660  -1.258  1.817
C  0.858  0.813  -0.235
C  0.348  1.175  1.100
H  -1.351  0.091  -0.576
C  -0.710  0.662  1.741
H  0.893  1.973  1.608
H  0.656  -1.429  -2.559
C  -1.765  -0.308  1.273
C  0.957  -0.441  -0.694
H  2.335  -1.420  -2.039
H  0.646  -1.261  -0.051
H  1.606  0.060  -2.687
O  -1.804  -0.615  -0.101
H  1.214  1.631  -0.862

## Properties
- energy above the lowest of the compared OMol25 structures with the same formula, charge and spin (kcal/mol) = 25.1
- E (eV) = -8430.15315
- spin multiplicity = 1
- Kohn-Sham gap (eV) = 9.81
- HOMO level (eV) = -8.77